No. 1
Below is C21H27ClN4OS in the gas phase, with properties calculated with the ωB97M-V functional and the def2-TZVPD basis.

Summary:
**SMILES**: Cc1ccc(Cl)cc1NC(=S)N(CCCN1CCOCC1)Cc1ccccn1

The geometry in ORCA input format:
```
! wB97M-V def2-TZVPD RIJCOSX def2/J DEFGRID3
* xyz 0 1
C 3.213 2.860 -1.325
C 4.278 1.995 -0.732
C 5.586 2.457 -0.653
C 6.615 1.674 -0.166
C 6.332 0.382 0.246
Cl 7.604 -0.636 0.829
C 5.042 -0.105 0.199
C 4.008 0.703 -0.267
N 2.722 0.144 -0.326
C 1.632 0.647 0.316
S 1.711 1.921 1.370
N 0.455 0.019 0.060
C -0.731 0.329 0.826
C -1.579 1.412 0.152
C -2.887 1.699 0.898
N -4.046 1.137 0.222
C -4.096 -0.314 0.278
C -5.306 -0.811 -0.515
O -6.507 -0.277 -0.019
C -6.465 1.130 -0.055
C -5.288 1.674 0.754
C 0.327 -0.978 -0.987
C 0.702 -2.349 -0.476
C -0.252 -3.295 -0.120
C 0.173 -4.511 0.391
C 1.532 -4.743 0.531
C 2.408 -3.739 0.149
N 2.005 -2.580 -0.340
H 2.674 3.384 -0.535
H 3.651 3.599 -1.992
H 2.490 2.261 -1.876
H 5.805 3.457 -0.996
H 7.623 2.053 -0.117
H 4.825 -1.109 0.532
H 2.707 -0.872 -0.466
H -0.410 0.694 1.805
H -1.298 -0.594 0.969
H -0.974 2.317 0.113
H -1.818 1.128 -0.875
H -2.811 1.336 1.938
H -3.045 2.778 0.938
H -3.192 -0.722 -0.175
H -4.169 -0.675 1.320
H -5.397 -1.896 -0.440
H -5.180 -0.526 -1.572
H -7.412 1.477 0.360
H -6.372 1.472 -1.097
H -5.266 2.762 0.672
H -5.423 1.401 1.816
H -0.708 -0.977 -1.333
H 0.977 -0.707 -1.824
H -1.304 -3.086 -0.246
H -0.546 -5.264 0.677
H 1.903 -5.675 0.926
H 3.480 -3.862 0.234
*
```

Atom charges from the Löwdin analysis, given in e for atoms 1 to 4: -0.07, -0.23, -0.04, -0.11

***

No. 2
Below is a molecular structure, C37H42BN3O7RuTe, with properties calculated with the ωB97M-V functional and the def2-TZVPD basis.

The geometry in ORCA input format:
```
! wB97M-V def2-TZVPD RIJCOSX def2/J DEFGRID3
* xyz -2 5
Ru -1.571 0.461 -0.603
O -0.642 2.181 -0.116
C -0.699 2.679 -1.417
C -1.915 3.594 -1.500
C -1.786 4.931 -1.766
C -2.907 5.776 -1.810
C -4.185 5.257 -1.582
C -4.332 3.921 -1.311
C -3.220 3.027 -1.248
O -3.413 1.792 -0.990
N -2.750 7.158 -2.106
O -1.622 7.601 -2.325
O -3.750 7.880 -2.151
H 0.205 3.261 -1.688
H -0.804 5.347 -1.955
H -5.039 5.918 -1.616
H -5.311 3.496 -1.125
C -2.324 1.245 -4.161
C -0.894 1.492 -3.658
C 0.028 0.384 -4.187
C -0.389 2.818 -4.238
N -0.865 1.469 -2.204
H -2.350 1.202 -5.256
H -2.986 2.045 -3.824
H -2.703 0.301 -3.764
H 0.046 0.372 -5.282
H -0.316 -0.584 -3.835
H 1.044 0.548 -3.819
H -0.409 2.763 -5.330
H 0.642 3.018 -3.934
H -1.009 3.660 -3.929
C -3.635 1.039 2.026
C -2.432 0.128 2.222
O -2.172 -0.248 3.380
N -1.695 -0.189 1.147
Te 0.443 -1.871 1.960
C 2.086 -2.680 3.124
C 3.373 -2.937 2.627
C 3.725 -2.694 1.188
C 4.364 -3.440 3.469
C 4.117 -3.718 4.804
C 5.201 -4.240 5.709
C 2.835 -3.493 5.283
C 1.820 -2.985 4.474
C 0.453 -2.826 5.090
C 1.482 -0.135 1.306
C 1.923 0.019 -0.010
C 1.741 -1.004 -1.098
C 2.512 1.228 -0.390
C 2.654 2.282 0.490
C 3.227 3.599 0.045
C 2.205 2.111 1.794
C 1.613 0.931 2.215
C 1.082 0.851 3.619
H -4.282 0.970 2.901
H -4.177 0.820 1.109
H -3.276 2.067 1.932
H 2.984 -3.151 0.531
H 4.709 -3.105 0.954
H 3.731 -1.628 0.959
H 5.355 -3.624 3.062
H 6.104 -4.477 5.144
H 4.884 -5.145 6.233
H 5.470 -3.503 6.470
H 2.610 -3.714 6.324
H 0.529 -2.836 6.179
H -0.205 -3.648 4.796
H -0.049 -1.913 4.772
H 1.490 -1.988 -0.709
H 2.645 -1.077 -1.708
H 0.930 -0.687 -1.756
H 2.821 1.350 -1.424
H 3.458 3.585 -1.022
H 4.146 3.841 0.587
H 2.516 4.409 0.223
H 2.272 2.939 2.493
H 1.196 1.815 4.119
H 1.619 0.099 4.204
H 0.026 0.574 3.617
O -1.722 -1.989 -2.748
B -1.858 -1.565 -1.389
O -2.206 -2.722 -0.644
C -2.234 -3.772 -1.497
C -2.499 -5.099 -1.237
C -2.462 -5.980 -2.320
C -2.171 -5.535 -3.603
C -1.904 -4.188 -3.858
C -1.941 -3.328 -2.783
H -2.718 -5.434 -0.232
H -2.662 -7.031 -2.154
H -2.151 -6.246 -4.421
H -1.674 -3.824 -4.851
*
```

Atom charges from the Löwdin analysis, given in e for atoms 1 to 4: 1.45, -0.28, -0.50, -0.10

***

No. 3
Below is C6H9N in the gas phase, with properties calculated with the ωB97M-V functional and the def2-TZVPD basis.

Summary:
**SMILES**: Cc1cc[nH]c1C

The geometry in ORCA input format:
```
! wB97M-V def2-TZVPD RIJCOSX def2/J DEFGRID3
* xyz 0 1
C 0.138 1.472 1.402
C -0.161 0.294 0.553
C -1.167 -0.523 1.105
C -1.399 -1.531 0.187
N -0.504 -1.350 -0.853
C 0.293 -0.248 -0.624
C 1.345 0.182 -1.600
H -0.602 2.271 1.328
H 1.120 1.914 1.119
H -0.189 1.071 2.493
H -1.354 -0.158 2.153
H -2.053 -2.394 0.158
H -0.321 -2.016 -1.593
H 2.142 0.735 -1.094
H 0.931 0.839 -2.372
H 1.819 -0.667 -2.109
*
```

Atom charges from the Löwdin analysis, given in e for atoms 1 to 4: -0.07, -0.31, -0.07, -0.11

***

No. 4
Below is a molecular structure, C26H36IN5PSeSr, with properties calculated with the ωB97M-V functional and the def2-TZVPD basis.

The geometry in ORCA input format:
```
! wB97M-V def2-TZVPD RIJCOSX def2/J DEFGRID3
* xyz -1 1
Sr -2.369 0.942 -0.727
I -3.590 0.419 2.432
C -4.255 -1.553 2.111
C -4.641 -2.289 3.193
C -5.130 -3.596 2.997
C -5.221 -4.108 1.735
C -4.819 -3.350 0.610
C -4.916 -3.884 -0.695
C -4.504 -3.138 -1.762
C -3.976 -1.843 -1.564
C -3.853 -1.237 -0.325
C -4.304 -2.031 0.773
H -4.580 -1.877 4.191
H -5.435 -4.184 3.854
H -5.603 -5.111 1.577
H -5.313 -4.884 -0.826
H -4.574 -3.543 -2.766
H -3.642 -1.327 -2.466
N -0.227 0.182 -1.219
P 1.095 0.488 -0.541
N 1.561 -0.469 0.792
C 2.867 -1.077 1.035
C 2.874 -1.818 2.367
C 1.768 -2.872 2.403
C 0.404 -2.265 2.012
C 0.524 -0.767 1.763
N 1.136 2.057 0.112
C 0.045 2.980 -0.135
C 0.482 4.409 0.170
C 0.853 4.567 1.649
C 1.494 3.281 2.197
C 2.139 2.481 1.072
N 2.532 0.393 -1.461
C 2.498 -0.783 -2.352
C 3.540 -0.656 -3.453
C 3.186 0.507 -4.390
C 2.497 1.633 -3.603
C 2.969 1.609 -2.153
H 3.658 -0.319 1.017
H 3.115 -1.802 0.250
H 2.745 -1.107 3.188
H 3.851 -2.284 2.510
H 1.722 -3.331 3.393
H 2.030 -3.671 1.704
H -0.347 -2.447 2.784
H 0.031 -2.719 1.092
H 0.700 -0.236 2.712
H -0.419 -0.391 1.365
H -0.840 2.781 0.498
H -0.289 2.918 -1.175
H -0.321 5.095 -0.106
H 1.340 4.647 -0.466
H -0.040 4.811 2.229
H 1.538 5.411 1.763
H 0.733 2.647 2.661
H 2.230 3.511 2.971
H 2.618 1.589 1.476
H 2.936 3.083 0.602
H 1.498 -0.890 -2.791
H 2.677 -1.685 -1.763
H 3.595 -1.596 -4.007
H 4.525 -0.501 -3.003
H 2.526 0.154 -5.186
H 4.092 0.882 -4.875
H 1.413 1.493 -3.605
H 2.699 2.608 -4.054
H 2.587 2.473 -1.612
H 4.065 1.667 -2.123
Se -3.694 3.761 -0.503
C -3.357 3.291 -2.246
N -3.124 2.869 -3.302
*
```

Atom charges from the Löwdin analysis, given in e for atoms 1 to 4: 0.94, 0.92, -0.62, -0.18

***

Taking the records one at a time from the top gives energy above the lowest of the compared OMol25 structures with the same formula, charge and spin values of 9.6; 114.0; 123.5; 0.0 kJ/mol.
Taking the records one at a time from the top gives calculated total energy values of -53581.1233; -68404.4703; -7856.8800; -118572.1160 eV.